Entry 1:
20
Properties=species:S:1:pos:R:3:lowdin_charge:R:1 method="wB97M-V/def2-TZVPD" smiles="CCc1c(N)nc(=O)[nH]c1O" e_above_lowest_kcal_mol=6.85 homo_lumo_gap_ev=8.90 total_charge=0 total_energy_ha=-548.8105 homo_ha=-0.3161
C 2.1512 -0.9173 2.0246 -0.076
C 2.0907 -0.4225 0.5750 -0.196
C 0.7231 -0.1089 0.1356 -0.162
C 0.2381 1.1527 0.0698 -0.314
C -1.8577 0.4391 -0.8945 -0.543
C -0.1488 -1.0596 -0.3618 -0.353
H 1.4882 -1.7532 2.1982 0.070
H 3.0931 -1.2752 2.3277 0.056
H 1.9175 -0.1161 2.7280 0.081
H 2.7221 0.4512 0.4994 0.109
H 2.5178 -1.1866 -0.0543 0.115
H 1.5491 1.7306 1.1684 0.142
H -1.2611 2.3824 -0.7342 0.145
H 0.8564 -2.6811 0.3181 0.068
H -0.5809 -3.0724 -0.5416 0.137
N -0.9003 1.4724 -0.6158 0.214
N -1.3965 -0.8455 -0.7573 0.164
N 0.1911 -2.3857 -0.3598 0.147
O 0.8844 2.1885 0.5595 0.127
O -2.9771 0.7280 -1.1935 0.069



Entry 2:
21
Properties=species:S:1:pos:R:3:lowdin_charge:R:1 method="wB97M-V/def2-TZVPD" e_above_lowest_kcal_mol=162.39 homo_lumo_gap_ev=9.25 total_charge=0 total_energy_ha=-623.7700 homo_ha=-0.3264
C 1.3267 -0.6282 0.6693 -0.269
C -0.0331 -0.5840 1.4488 -0.101
C -1.0625 -0.5258 0.6156 -0.449
C -2.2760 -0.8535 -1.0830 -0.167
C -2.4616 0.4447 -0.8130 -0.118
C 1.9361 0.6860 -0.1917 -0.396
H 1.8933 -2.5895 0.2607 0.083
H 0.6082 -2.1990 -0.5014 0.052
H 2.3801 -0.6755 1.2139 0.178
H -0.1946 -1.1320 2.6568 0.222
H 0.2178 0.6634 1.5720 0.177
H -2.4316 -1.7073 -1.9884 0.163
H -2.6288 1.4442 -1.5608 0.204
H -0.4191 1.8916 -0.0744 0.165
H 2.9137 -0.8042 -0.7588 0.222
N 1.4317 -1.8097 -0.1402 0.032
N -1.4700 -1.4982 -0.1516 0.098
N -1.7416 0.6447 0.2660 -0.130
O -1.2770 1.9163 0.6195 -0.017
O 3.0970 0.3848 -0.9374 -0.012
O 1.3727 1.7633 -0.2465 0.063



Entry 3:
19
Properties=species:S:1:pos:R:3:lowdin_charge:R:1 method="wB97M-V/def2-TZVPD" e_above_lowest_kcal_mol=147.18 homo_lumo_gap_ev="8.89 / 6.86" total_charge=+1 total_energy_ha=-452.6139 homo_ha="-0.5322 / -0.5323"
C 1.1146 1.8054 2.0200 0.035
C 0.0077 0.1439 1.6887 -0.301
C -0.8176 -0.6086 -0.6660 -0.168
C -0.8352 -1.6366 0.3742 -0.119
C 0.4990 0.1518 -0.7523 -0.297
C 0.5508 1.1651 -1.9171 -0.007
N 0.4970 0.8441 2.7115 0.183
N 0.9763 2.0301 0.7642 0.210
N -0.4996 -1.0601 1.7150 0.173
N 0.3593 0.8399 0.4802 -0.020
H -0.9690 -1.1425 -1.5566 0.124
H -1.6018 0.1378 -0.8580 0.154
H -1.8593 -2.1518 0.6096 0.179
H -0.1607 -2.4398 0.0613 0.140
H 1.3057 -0.6387 -0.6814 0.189
H -0.3235 1.6953 -1.9705 0.055
H 0.8685 0.6141 -2.8440 0.114
H 1.4603 1.8508 -1.8427 0.113
H -0.5725 -1.6002 2.6637 0.243



Entry 4:
17
Properties=species:S:1:pos:R:3:lowdin_charge:R:1 method="wB97M-V/def2-TZVPD" e_above_lowest_kcal_mol=198.10 homo_lumo_gap_ev=9.23 total_charge=0 total_energy_ha=-363.7085 homo_ha=-0.3011
C 0.3206 -1.0506 -1.5134 -0.169
C 0.3505 0.6302 -0.2956 -0.414
C -0.2490 1.6556 0.4200 -0.106
C -0.6770 -0.4512 1.2765 -0.143
C -0.1171 -1.3283 -0.0744 -0.186
C 0.6663 -0.4623 0.6518 -0.206
H 1.1796 -1.7592 -1.5397 0.113
H -0.4154 -1.4353 -2.5506 0.181
H 1.7977 0.0911 -1.6172 0.102
H -0.7540 0.3256 -0.4126 0.163
H -1.0986 2.0724 -0.1552 0.165
H 0.3193 2.1838 1.2069 0.143
H -0.8150 -0.9937 2.1735 0.141
H -0.2639 -2.2708 0.2674 0.095
H 1.5824 -0.8585 1.0907 0.166
N 0.8323 0.3182 -1.5443 0.042
O -1.1405 0.8071 1.1947 -0.087